# 1
# C23H17Br2IN3OPd

A molecular structure, C23H17Br2IN3OPd in a non-equilibrium geometry (wB97M-V/def2-TZVPD, the Open Molecules 2025 dataset).

HOMO-LUMO gap (alpha / beta) = 6.86 / 5.91 eV
electronic energy = -6699.46224 Ha
⟨S²⟩ = 2.078
relative energy (zero: lowest compared OMol25 entry of this formula, charge and spin) = 40.66 kJ/mol
spin multiplicity = 3
net charge = +1
maximum force = 1.18 eV Å⁻¹

Last column: natural (NBO) charge in e.
CARTESIAN COORDINATES (ANGSTROEM)
Pd: -1.14687 -0.08599 0.07521  0.6392
O: -2.26266 -1.54489 5.99665  -0.6186
C: -1.95751 -1.11210 4.77016  0.3930
C: -1.22283 0.04537 4.51893  -0.3231
C: -0.97054 0.39725 3.21381  0.0839
N: -1.40341 -0.32557 2.17301  -0.5433
C: -2.09244 -1.44068 2.44046  0.1691
Br: -2.60177 -2.42079 0.90942  0.1338
C: -2.40494 -1.88275 3.69765  -0.3159
H: -1.90718 -0.96011 6.67818  0.4990
H: -0.84986 0.66060 5.32759  0.2415
H: -0.40116 1.28506 2.97261  0.2349
H: -2.96649 -2.78900 3.86697  0.2663
C: 0.57390 -2.44217 -4.58991  -0.1268
C: -0.14728 -1.34759 -5.07594  -0.2109
C: -0.76248 -0.47961 -4.20821  -0.1901
C: -0.66217 -0.70088 -2.79485  0.2463
C: 0.06464 -1.83323 -2.31903  -0.2165
C: 0.66855 -2.67609 -3.20920  -0.1988
N: -1.22225 0.12643 -1.91737  -0.2888
N: -1.95231 1.19088 -2.47077  -0.2861
C: -2.55482 1.83213 -1.51028  0.2039
C: -3.39703 2.95471 -1.81834  -0.1790
C: -3.98904 3.64774 -0.80455  -0.2202
C: -3.78386 3.27738 0.53918  -0.1259
C: -2.97082 2.18427 0.87815  -0.2830
C: -2.37532 1.45778 -0.11473  -0.1081
H: 1.06046 -3.11612 -5.28251  0.2286
H: -0.22109 -1.17979 -6.14156  0.2357
H: -1.31652 0.37839 -4.55107  0.2564
H: 0.12868 -2.03509 -1.25915  0.2162
H: 1.21968 -3.53307 -2.84654  0.2316
H: -3.53590 3.22853 -2.85515  0.2355
H: -4.62202 4.49481 -1.03205  0.2341
H: -4.26287 3.84227 1.32792  0.2247
H: -2.83624 1.92869 1.91929  0.2218
Br: 3.88921 0.70875 3.18970  0.0833
C: 4.51166 0.23983 1.46854  -0.1164
C: 5.88053 0.07534 1.30169  -0.2180
C: 6.39194 -0.28177 0.06360  -0.1834
C: 5.54140 -0.48178 -1.01212  -0.1973
C: 4.17415 -0.31303 -0.85359  -0.2202
C: 3.66549 0.05211 0.38370  -0.1905
I: 1.59143 0.37059 0.53235  0.1546
H: 6.53711 0.22868 2.14686  0.2394
H: 7.46073 -0.40157 -0.05531  0.2318
H: 5.93626 -0.76449 -1.97913  0.2292
H: 3.50384 -0.45946 -1.69025  0.2275



# 2
# C23H17Br2NaO2

A molecular structure, C23H17Br2NaO2 in a non-equilibrium geometry (wB97M-V/def2-TZVPD, the Open Molecules 2025 dataset).

HOMO-LUMO gap = 4.32 eV
electronic energy = -6347.36088 Ha
relative energy (zero: lowest compared OMol25 entry of this formula, charge and spin) = 0.00 kJ/mol
spin multiplicity = 1
net charge = 0
maximum force = 2.76 eV Å⁻¹

Last column: natural (NBO) charge in e.
CARTESIAN COORDINATES (ANGSTROEM)
C: -5.31549 3.66136 0.99044  -0.2582
O: -4.91912 2.50343 0.21697  -0.4886
C: -3.62537 2.09527 0.30785  0.3302
C: -2.65747 2.73080 1.12115  -0.3432
C: -1.34181 2.31241 1.07552  -0.1126
C: -0.92100 1.22087 0.26373  -0.0787
C: 0.44436 0.78482 0.24270  -0.0993
C: 1.53625 1.65819 0.19412  -0.1052
C: 2.88583 1.16341 0.31258  -0.1858
C: 3.96485 1.99234 0.38621  -0.1612
Br: 5.71117 1.31311 0.50436  0.1042
C: 3.82769 3.48043 0.38721  0.4245
O: 4.78395 4.24094 0.52902  -0.5210
C: 2.43188 3.95197 0.18918  -0.1502
Br: 2.19622 5.82552 0.18265  0.0936
C: 1.38549 3.08601 0.03972  -0.1996
C: -1.92678 0.56286 -0.50343  -0.1971
C: -3.23134 0.99343 -0.49053  -0.2551
H: -6.36584 3.80071 0.74155  0.2083
H: -5.20185 3.47162 2.06596  0.1815
H: -4.73489 4.54862 0.70371  0.1869
H: -2.94621 3.56722 1.75839  0.2257
H: -0.61394 2.84628 1.68465  0.2130
H: 0.66141 -0.27732 0.37704  0.2325
H: 3.05092 0.09062 0.36304  0.2492
H: 0.40197 3.51319 -0.14690  0.2353
H: -1.62858 -0.24883 -1.16905  0.2255
H: -3.99923 0.51674 -1.09353  0.2306
C: 3.02455 -3.86371 -1.31160  -0.3557
Na: -0.62996 -3.44385 2.10599  0.9724
C: 3.02667 -2.44284 -1.37224  -0.2266
C: 1.70688 -1.97571 -1.13450  -0.3942
C: 0.88447 -3.10855 -0.82802  -0.1412
C: 1.71321 -4.29643 -0.92344  -0.0187
C: 1.14784 -5.55277 -0.66103  -0.2187
C: -0.20043 -5.63522 -0.32881  -0.3194
C: -1.02428 -4.49953 -0.28817  -0.3761
C: -0.48503 -3.23062 -0.54442  -0.3287
H: 3.85645 -4.54498 -1.49058  0.2027
H: 3.89709 -1.82705 -1.57215  0.2091
H: 1.31506 -0.97027 -1.27105  0.1937
H: 1.76072 -6.45562 -0.79881  0.2104
H: -0.64805 -6.61681 -0.14567  0.2063
H: -2.09533 -4.61650 -0.09965  0.2030
H: -1.10292 -2.32555 -0.57019  0.1966



# 3
# C23H17Cl3IN2O5PS2Sn

A molecular structure, C23H17Cl3IN2O5PS2Sn (wB97M-V/def2-TZVPD, the Open Molecules 2025 dataset).

HOMO-LUMO gap (alpha / beta) = 7.54 / 4.86 eV
electronic energy = -4402.62643 Ha
relative energy (zero: lowest compared OMol25 entry of this formula, charge and spin) = 336.00 kJ/mol
spin multiplicity = 1
net charge = 0
maximum force = 0.71 eV Å⁻¹

Last column: natural (NBO) charge in e.
CARTESIAN COORDINATES (ANGSTROEM)
Sn: -0.78012 0.99399 0.21435  1.1133
I: 1.43990 -3.53652 -1.34688  0.1790
C: 2.80751 -4.38800 0.00286  -0.1638
C: 3.38905 -5.59326 -0.26573  -0.2317
C: 4.29871 -6.15646 0.65261  -0.2018
C: 4.60816 -5.51380 1.81455  -0.1827
C: 4.03108 -4.26096 2.12660  -0.0662
C: 4.33842 -3.56123 3.31945  -0.1901
C: 3.80064 -2.33851 3.59847  -0.1929
C: 2.89946 -1.73696 2.67421  -0.3403
C: 2.61732 -2.43425 1.56163  0.1809
C: 3.11447 -3.68232 1.18890  -0.1215
H: 3.15234 -6.11833 -1.18165  0.2263
H: 4.75491 -7.11122 0.42324  0.2204
H: 5.31184 -5.95318 2.51233  0.2169
H: 5.02497 -4.02330 4.01967  0.2159
H: 4.05009 -1.81294 4.51188  0.2202
H: 2.46489 -0.77209 2.89499  0.2281
S: -0.56136 3.40734 1.03796  -0.0673
C: -0.28254 3.34526 2.72897  -0.1672
C: 0.16775 4.53329 3.34303  -0.1644
C: 0.45016 4.58077 4.68536  -0.0983
C: 0.93606 5.80778 5.25028  0.2513
N: 1.32449 6.80470 5.66921  -0.2465
C: 0.27774 3.42350 5.49260  -0.1542
C: -0.18732 2.26656 4.92501  -0.0835
C: -0.47363 2.18794 3.54270  -0.2332
S: -0.99880 0.68488 2.93158  -0.0226
C: 0.60728 3.44697 6.88900  0.2653
N: 0.88809 3.44167 8.00310  -0.2564
H: 0.29400 5.42030 2.73789  0.2501
H: -0.33224 1.38639 5.53561  0.2393
C: -1.41725 1.42153 -4.51380  -0.2607
O: -1.30092 0.02970 -4.17357  -0.8405
P: -0.95892 -0.46660 -2.66628  1.6690
O: 0.57784 0.02596 -2.47251  -0.8414
C: 1.57854 -0.15717 -3.49052  -0.2634
O: -0.67807 -2.02190 -3.08858  -0.8383
C: -1.82255 -2.86330 -3.27893  -0.2644
H: -1.57638 1.45990 -5.58839  0.1975
H: -0.49792 1.95557 -4.26397  0.1774
H: -2.25557 1.89719 -4.01177  0.2088
H: 2.08525 0.79401 -3.64258  0.1884
H: 1.13040 -0.48674 -4.42615  0.1970
H: 2.29133 -0.90643 -3.15052  0.1987
H: -1.45639 -3.82604 -3.62554  0.2024
H: -2.49454 -2.44178 -4.02923  0.1905
H: -2.36624 -3.00212 -2.34177  0.1843
Cl: -5.86331 1.74129 -0.28497  0.0756
C: -4.32234 1.04019 -0.73223  -0.2175
Cl: -4.59950 -0.31380 -1.85480  0.0331
Cl: -3.52673 0.43105 0.73704  0.0493
C: -3.40730 2.10190 -1.49202  0.7568
O: -3.98702 2.76424 -2.31908  -0.5938
O: -2.16879 2.12375 -1.17162  -0.8312



# 4
# C23H17ClNO3S

A gas-phase ion, C23H17ClNO3S (charge -1) in a non-equilibrium geometry (wB97M-V/def2-TZVPD, the Open Molecules 2025 dataset).

SMILES string = N#Cc1ccc(S(=O)(=O)[C@@H](Cl)[C@H](/C=C(\[O-])c2ccccc2)c2ccccc2)cc1
HOMO-LUMO gap = 4.80 eV
electronic energy = -2025.44566 Ha
relative energy (zero: lowest compared OMol25 entry of this formula, charge and spin) = 43.64 kJ/mol
spin multiplicity = 1
net charge = -1
maximum force = 4.59 eV Å⁻¹

Last column: natural (NBO) charge in e.
CARTESIAN COORDINATES (ANGSTROEM)
N: 4.96506 1.61185 -4.27198  -0.3205
C: 4.46179 1.34244 -3.25814  0.2888
C: 3.88310 1.00141 -1.98873  -0.1774
C: 3.56976 1.97849 -1.03472  -0.1612
C: 2.90558 1.64038 0.13600  -0.1851
C: 2.68009 0.29638 0.46131  -0.2379
S: 1.65822 -0.20339 1.92640  2.0946
O: 0.65088 0.83407 2.18753  -0.8885
O: 1.29109 -1.56236 1.52793  -0.9535
C: 2.51008 -0.54522 3.56477  -0.3847
Cl: 3.71007 0.77768 3.68383  -0.0999
C: 1.98791 -0.80363 5.02662  -0.2753
C: 1.02515 0.01400 5.69646  -0.5515
C: -0.38683 -0.26156 5.49126  0.4477
O: -0.74824 -0.97456 4.54620  -0.7187
C: -1.38361 0.41038 6.42107  -0.0862
C: -1.02495 0.91130 7.71550  -0.1887
C: -1.97774 1.66506 8.45409  -0.2396
C: -3.24989 1.89052 7.87646  -0.2413
C: -3.62950 1.24046 6.70828  -0.2306
C: -2.69844 0.51245 5.98172  -0.1876
C: 3.15645 -1.23165 5.86471  0.0266
C: 3.57930 -2.59055 5.88501  -0.2138
C: 4.45779 -3.04508 6.87753  -0.2241
C: 5.04956 -2.10023 7.79432  -0.2395
C: 4.75877 -0.72295 7.57743  -0.2150
C: 3.84328 -0.31106 6.60820  -0.2073
C: 2.89117 -0.66347 -0.54996  -0.1778
C: 3.55294 -0.33644 -1.71954  -0.1747
H: 3.81718 3.03673 -1.20121  0.2279
H: 2.68260 2.40036 0.88614  0.2501
H: 3.03189 -1.55044 3.38640  0.2267
H: 1.45849 -1.77348 4.59891  0.2368
H: 1.35814 0.70726 6.46359  0.1838
H: -0.00795 0.68397 8.05872  0.2209
H: -1.62215 2.12303 9.40308  0.2026
H: -3.94828 2.52075 8.41818  0.1958
H: -4.61787 1.36062 6.28481  0.1991
H: -2.96678 0.00842 5.04326  0.2365
H: 3.07900 -3.26195 5.17668  0.2132
H: 4.64923 -4.11547 7.03779  0.2059
H: 5.62922 -2.38812 8.69362  0.2074
H: 5.16902 0.02579 8.26744  0.2014
H: 3.59474 0.71655 6.44017  0.2251
H: 2.63068 -1.71102 -0.34929  0.2600
H: 3.78531 -1.14029 -2.44038  0.2298